# 1
Here is C19H23N3O6S in the gas phase from the Open Molecules 2025 dataset. Energies are from ωB97M-V/def2-TZVPD.

Output
Gap between HOMO and LUMO, eV: 8.4
Calculated total energy, a.u.: -1751.6545
Energy above the lowest of the compared OMol25 structures with the same formula, charge and spin, kcal/mol: 54.7
SMILES string: CCCCCCOC(=O)Nc1ccc(S(=O)(=O)Nc2cccc([N+](=O)[O-])c2)cc1
Strongest force on any atom, eV/A: 1.4
Net charge: 0
Highest occupied orbital energy, eV: -9.0383

XYZ file:
```
52
Properties=species:S:1:pos:R:3:forces:R:3
C -9.17181 -0.74485 1.00837 0.0649 0.2545 0.0259
C -8.14706 0.37420 0.86980 0.0607 -0.3395 -0.0894
C -6.82100 -0.13801 0.31253 -0.0990 0.4898 0.1240
C -5.78929 0.97839 0.16911 0.1480 -0.3830 -0.1290
C -4.46852 0.45682 -0.38975 0.1645 0.3460 0.0081
C -3.44143 1.57669 -0.52685 -0.4095 -0.1043 0.3224
H -3.20693 1.99672 0.45621 -0.0387 0.0179 -0.1566
H -3.80533 2.36434 -1.18947 0.0549 -0.0559 0.0779
O -2.23375 1.11277 -1.13534 0.2360 -0.0713 -0.2209
C -1.35805 0.49126 -0.32553 0.0311 0.0948 -0.2955
O -1.49771 0.33776 0.85712 -0.0630 -0.0531 0.3478
N -0.28882 0.08399 -1.08348 -0.1582 0.1754 -0.5229
C 0.84346 -0.60983 -0.68365 0.2622 -0.1939 0.2229
C 1.78746 -0.94313 -1.65944 -0.0801 0.0368 0.1285
C 2.92872 -1.64010 -1.31641 -0.0249 -0.0064 -0.1018
C 3.12935 -2.00349 0.00155 0.5920 -0.5006 0.0843
C 2.20610 -1.68214 0.97869 -0.0654 0.0090 -0.0240
C 1.06015 -0.98753 0.64345 -0.0155 0.0111 0.1107
H 0.32826 -0.73663 1.39256 0.0049 -0.0138 0.0294
H 2.38672 -1.99973 1.99320 -0.0740 0.0024 0.1689
S 4.62253 -2.85158 0.47832 0.0377 0.6383 0.3192
O 5.25778 -3.40699 -0.67521 -0.1162 0.2642 -0.1253
O 4.38495 -3.67457 1.62087 -0.1619 0.1935 0.1656
N 5.57313 -1.58411 1.07451 -0.3526 -1.1863 0.2824
C 5.94695 -0.47205 0.34714 0.2552 0.7076 -0.8400
C 6.11246 0.76053 0.97297 0.0011 0.0312 0.0391
C 6.50921 1.85839 0.22326 -0.1317 -1.2235 -0.7067
C 6.73947 1.76524 -1.14302 0.0247 0.2501 0.2176
C 6.57599 0.53522 -1.75605 -0.0663 0.0376 0.1624
C 6.18887 -0.57355 -1.02602 0.0387 0.0495 0.0708
H 6.08903 -1.53843 -1.49483 0.0614 -0.0102 -0.1238
H 6.76162 0.43661 -2.81416 0.0197 -0.0074 -0.0932
H 7.04553 2.64130 -1.69209 0.0097 0.0203 -0.0159
N 6.67696 3.12899 0.88567 0.0469 0.5287 0.2589
O 7.01634 4.07590 0.20969 0.0815 0.2265 -0.1211
O 6.46382 3.17537 2.07844 -0.0331 0.0434 0.3013
H 5.94643 0.87682 2.03341 -0.0385 0.0201 0.0572
H 5.44544 -1.44705 2.06482 -0.0906 -0.1261 0.1029
H 3.65696 -1.92314 -2.05845 0.0343 -0.0032 -0.1541
H 1.61759 -0.65756 -2.68701 -0.0096 0.0228 -0.1221
H -0.35784 0.30984 -2.06689 -0.0219 -0.0276 0.2005
H -4.06446 -0.30893 0.27521 0.0096 -0.0407 -0.0316
H -4.63264 0.00463 -1.37049 0.0109 -0.0412 -0.0222
H -5.61218 1.43497 1.14508 -0.0305 0.0925 0.0511
H -6.18316 1.75304 -0.49312 -0.0437 0.0961 0.0165
H -6.42607 -0.91026 0.97614 0.0273 -0.1023 -0.0117
H -6.99462 -0.59756 -0.66331 0.0176 -0.0935 -0.0380
H -7.97460 0.83145 1.84652 0.0065 0.0989 0.0038
H -8.54189 1.14807 0.20754 0.0158 0.0916 0.0284
H -8.80415 -1.51734 1.68011 -0.0058 -0.1199 0.0652
H -9.37254 -1.20056 0.04115 -0.0558 -0.0897 -0.0824
H -10.10740 -0.36021 1.40711 -0.1310 -0.0574 0.0346
```
Positions in Å, forces in eV/Å.

Charge distribution, Mulliken scheme, values in e:
1. C -1.28
2. C -0.33
3. C -0.67
4. C -0.75
5. C -0.43
6. C -0.65
7. H 0.36
8. H 0.37
9. O -0.47
10. C 0.67
11. O -0.62
12. N -0.07
13. C 0.84
14. C -0.82
15. C -0.32
16. C 0.09
17. C -0.86
18. C -0.62
19. H 0.54
20. H 0.43
21. S 1.18
22. O -0.66
23. O -0.69
24. N -0.28
25. C 0.49
26. C -0.44
27. C -0.32
28. C -0.48
29. C -0.77
30. C -0.28
31. H 0.77
32. H 0.42
33. H 0.49
34. N 1.02
35. O -0.62
36. O -0.62
37. H 0.45
38. H 0.26
39. H 0.49
40. H 0.35
41. H 0.19
42. H 0.32
43. H 0.28
44. H 0.34
45. H 0.32
46. H 0.34
47. H 0.35
48. H 0.32
49. H 0.32
50. H 0.32
51. H 0.32
52. H 0.38

# 2
Here is C19H23N5OS in the gas phase from the Open Molecules 2025 dataset. Energies are from ωB97M-V/def2-TZVPD.

Output
Gap between HOMO and LUMO, eV: 8.6
Calculated total energy, a.u.: -1485.0461
Energy above the lowest of the compared OMol25 structures with the same formula, charge and spin, kcal/mol: 16.2
SMILES string: C[C@@H](Sc1nnc2c(n1)[nH]c1ccccc12)C(=O)N(C)C1CCCCC1
Strongest force on any atom, eV/A: 1.2
Net charge: 0
Highest occupied orbital energy, eV: -8.7156

XYZ file:
```
49
Properties=species:S:1:pos:R:3:forces:R:3
C -0.61562 4.41102 -0.27912 0.1423 -0.0696 -0.0184
C -0.69773 3.44378 0.88370 -0.3807 -0.0875 -0.2272
C 0.21159 2.23713 0.70447 0.2315 0.2441 0.2148
O 0.58796 1.90666 -0.40871 -0.0042 0.1162 -0.3273
N 0.51932 1.52775 1.81303 0.1686 -0.1571 0.0314
C 0.08543 1.90428 3.13912 -0.0962 0.2331 0.1303
H 0.41212 1.14667 3.84469 0.0042 0.0125 0.0317
H -1.00280 1.98127 3.19223 0.0641 -0.0407 0.0760
H 0.52753 2.85754 3.43959 -0.0182 -0.0520 0.0945
C 1.21555 0.26087 1.63719 0.0592 -0.1827 0.0420
C 0.33687 -0.92698 2.03638 0.0701 -0.0170 -0.3680
C 1.04935 -2.22562 1.66982 -0.0118 -0.0067 0.3782
C 2.39757 -2.30332 2.38249 0.0875 -0.0691 -0.3310
C 3.26612 -1.09927 2.02708 -0.0421 -0.0195 0.3255
C 2.55328 0.20595 2.37453 0.0039 -0.0134 -0.3528
H 3.16796 1.05915 2.08185 -0.0137 0.0633 0.0422
H 2.39729 0.25440 3.45454 -0.0065 0.0456 0.0926
H 4.21497 -1.15556 2.56428 0.0507 -0.0006 -0.0785
H 3.48571 -1.11455 0.95739 0.0668 0.0003 -0.0585
H 2.91279 -3.22488 2.10427 0.0156 -0.0407 0.0856
H 2.23332 -2.32636 3.46248 -0.0003 -0.0429 0.0713
H 0.43320 -3.08325 1.95145 -0.0198 -0.0414 -0.0782
H 1.21151 -2.26188 0.58929 -0.0204 -0.0378 -0.0918
H 0.14889 -0.91649 3.11210 -0.0511 0.0115 0.0977
H -0.62508 -0.84210 1.52765 0.0146 0.0393 0.1107
H 1.41453 0.19924 0.56119 -0.0201 -0.0359 0.2175
H -0.53671 3.95467 1.83192 0.0147 -0.0767 0.0304
S -2.39604 2.72138 1.04162 -0.0526 0.2400 0.0600
C -2.25538 1.61071 -0.33702 -0.1334 -0.2169 0.5907
N -2.35135 2.15338 -1.53088 -0.4079 0.8716 -0.0177
N -2.16664 1.42886 -2.60374 0.2063 -0.6829 -0.8666
C -1.86829 0.16043 -2.43032 0.0129 -0.1013 1.0337
C -1.80754 -0.39743 -1.10918 -0.2847 1.1224 -0.2103
N -2.02631 0.33254 -0.03509 0.0635 -0.5785 -0.2289
N -1.50792 -1.71084 -1.18568 0.0584 -0.3556 0.3092
C -1.34864 -2.05224 -2.51887 -0.0224 0.1931 -0.6208
C -1.02679 -3.27817 -3.07301 0.0201 -0.0715 -0.0092
C -0.93471 -3.35286 -4.45248 0.0050 -0.0376 0.1454
C -1.15453 -2.23941 -5.25932 -0.0127 0.1021 -0.1989
C -1.47354 -1.01122 -4.71202 0.0212 -0.1327 0.1318
C -1.57211 -0.91637 -3.33091 0.0832 -0.3644 -0.1323
H -1.64330 -0.14185 -5.32642 -0.0137 0.0866 -0.0898
H -1.07221 -2.34199 -6.33058 0.0074 -0.0044 -0.0898
H -0.68615 -4.29747 -4.91256 0.0206 -0.0769 -0.0311
H -0.85420 -4.14449 -2.45260 0.0187 -0.0993 0.0474
H -1.38340 -2.32906 -0.40066 -0.0143 0.0836 -0.0184
H -0.85965 3.90104 -1.20868 0.0520 0.1204 0.0633
H -1.31305 5.23153 -0.13162 -0.0387 0.0539 0.0210
H 0.39679 4.80347 -0.35489 0.1021 0.0739 -0.0299
```
Positions in Å, forces in eV/Å.

Charge distribution, Mulliken scheme, values in e:
1. C -1.47
2. C 0.29
3. C 0.10
4. O -0.65
5. N 0.16
6. C -1.20
7. H 0.54
8. H 0.33
9. H 0.34
10. C -0.58
11. C -0.46
12. C -0.71
13. C -0.81
14. C -0.73
15. C -0.61
16. H 0.37
17. H 0.26
18. H 0.40
19. H 0.34
20. H 0.37
21. H 0.35
22. H 0.35
23. H 0.35
24. H 0.31
25. H 0.37
26. H 0.38
27. H 0.54
28. S -0.28
29. C 0.56
30. N -0.49
31. N -0.71
32. C 1.39
33. C 0.48
34. N -0.46
35. N 0.05
36. C -0.16
37. C -0.75
38. C -0.42
39. C -0.60
40. C -0.62
41. C 0.13
42. H 0.50
43. H 0.38
44. H 0.38
45. H 0.41
46. H 0.23
47. H 0.31
48. H 0.37
49. H 0.38